[1]
C9H72NO28 | ωB97M-V with the def2-TZVPD basis set

## Properties
Multiplicity: 1
HOMO energy, eV: -4.1669
Energy relative to the best compared isomer or geometry (same formula, charge and spin), kJ/mol: 205.64
Net charge: -1

Each line ends with the Löwdin charge.
Geometry (Å):
1 C -17.336 -19.104 -11.771  -0.02
2 C -16.035 -19.160 -12.594  -0.45
3 C -16.094 -18.037 -13.646  -0.15
4 C -15.764 -16.657 -13.128  -0.17
5 C -14.452 -16.697 -12.348  -0.13
6 C -14.340 -17.810 -11.277  -0.47
7 N -14.732 -19.091 -11.875  -0.19
8 O -14.444 -20.134 -10.974  -0.26
9 C -15.195 -17.363 -10.052  -0.01
10 C -12.850 -17.830 -10.918  -0.03
11 C -16.058 -20.451 -13.447  -0.01
12 H -17.328 -18.251 -11.088  0.06
13 H -17.480 -20.028 -11.221  0.06
14 H -18.243 -18.967 -12.369  0.06
15 H -17.094 -18.032 -14.098  0.09
16 H -15.440 -18.252 -14.499  0.12
17 H -16.543 -16.326 -12.430  0.08
18 H -15.678 -15.973 -13.973  0.10
19 H -14.416 -15.721 -11.855  0.11
20 H -13.608 -16.805 -13.033  0.11
21 H -16.083 -16.769 -10.284  0.04
22 H -14.656 -16.797 -9.292  0.09
23 H -15.638 -18.262 -9.611  0.07
24 H -12.522 -18.654 -10.286  0.07
25 H -12.616 -16.844 -10.508  0.08
26 H -12.275 -17.904 -11.844  0.06
27 H -16.991 -20.454 -14.024  0.08
28 H -16.132 -21.323 -12.798  0.07
29 H -15.222 -20.439 -14.141  0.07
30 O -16.964 -21.822 -9.782  -0.07
31 H -17.218 -22.439 -10.482  -0.02
32 H -16.497 -21.112 -10.247  -0.01
33 O -10.845 -15.445 -12.387  -0.06
34 H -11.582 -14.845 -12.207  0.00
35 H -11.211 -16.122 -12.970  0.01
36 O -18.982 -21.598 -15.808  -0.07
37 H -19.683 -21.664 -16.463  0.03
38 H -19.345 -21.037 -15.103  -0.02
39 O -14.871 -23.306 -11.128  -0.09
40 H -15.727 -23.563 -11.501  -0.03
41 H -14.782 -22.362 -11.349  0.00
42 O -12.655 -22.619 -15.092  -0.08
43 H -12.344 -23.271 -14.457  0.03
44 H -12.641 -21.766 -14.614  -0.01
45 O -17.235 -18.531 -17.233  -0.04
46 H -16.490 -17.923 -17.154  0.04
47 H -17.964 -18.073 -16.807  0.01
48 O -16.878 -14.516 -9.401  -0.04
49 H -16.271 -14.202 -10.079  0.05
50 H -17.517 -15.064 -9.878  0.02
51 O -11.701 -17.537 -15.740  -0.06
52 H -11.294 -18.296 -15.300  0.01
53 H -12.644 -17.648 -15.582  0.02
54 O -15.169 -14.214 -16.484  -0.06
55 H -16.077 -14.327 -16.170  -0.02
56 H -14.851 -15.108 -16.646  0.03
57 O -14.855 -18.379 -6.459  -0.08
58 H -14.445 -18.860 -7.210  0.00
59 H -14.532 -18.837 -5.679  0.05
60 O -17.909 -15.407 -15.984  -0.06
61 H -18.400 -15.415 -16.814  0.07
62 H -18.428 -15.982 -15.382  0.01
63 O -14.913 -21.023 -16.726  -0.06
64 H -15.192 -21.866 -16.353  0.03
65 H -15.564 -20.387 -16.410  -0.01
66 O -13.732 -20.231 -8.191  -0.06
67 H -13.968 -20.171 -9.143  0.02
68 H -12.785 -20.420 -8.186  0.01
69 O -17.607 -18.684 -7.301  -0.07
70 H -16.674 -18.918 -7.170  0.00
71 H -17.626 -18.229 -8.149  -0.02
72 O -13.049 -13.218 -12.456  -0.05
73 H -13.996 -13.158 -12.299  0.03
74 H -12.959 -13.146 -13.415  0.06
75 O -10.196 -18.998 -13.454  -0.06
76 H -11.008 -19.459 -13.178  -0.01
77 H -9.614 -19.033 -12.688  0.04
78 O -19.537 -16.842 -14.179  -0.04
79 H -19.602 -17.744 -14.532  0.07
80 H -20.422 -16.471 -14.287  0.08
81 O -17.287 -13.607 -13.866  -0.06
82 H -17.290 -14.063 -13.017  0.01
83 H -17.489 -14.300 -14.520  -0.02
84 O -19.302 -17.310 -9.114  -0.05
85 H -20.173 -16.964 -8.897  0.06
86 H -19.109 -16.965 -10.004  -0.01
87 O -19.973 -20.056 -10.507  -0.05
88 H -19.430 -19.279 -10.302  0.01
89 H -20.878 -19.746 -10.397  0.05
90 O -11.407 -17.634 -7.773  -0.05
91 H -11.616 -17.553 -8.715  0.02
92 H -12.008 -17.018 -7.338  0.06
93 O -10.705 -20.250 -8.273  -0.07
94 H -11.133 -19.378 -8.168  -0.02
95 H -9.825 -20.129 -7.907  0.04
96 O -12.659 -20.507 -13.324  -0.07
97 H -12.103 -21.110 -12.812  0.07
98 H -13.137 -19.986 -12.649  0.03
99 O -19.096 -15.973 -11.518  -0.05
100 H -18.706 -16.366 -12.313  0.02
101 H -19.919 -15.577 -11.820  0.07
102 O -20.306 -20.273 -13.578  -0.06
103 H -20.923 -21.008 -13.495  0.06
104 H -19.964 -20.141 -12.678  0.01
105 O -17.514 -23.765 -11.903  -0.04
106 H -17.668 -23.848 -12.853  0.07
107 H -18.086 -24.428 -11.498  0.07
108 O -16.514 -15.467 -6.823  -0.09
109 H -16.055 -16.318 -6.829  -0.01
110 H -16.669 -15.235 -7.763  -0.02

[2]
C9H7CeCl2MnNO3 | ωB97M-V with the def2-TZVPD basis set

## Properties
Multiplicity: 6
HOMO energy (spin up / spin down), eV: -22.4546 / -22.4023
Net charge: +4

Each line ends with the Mulliken spin population.
Geometry (Å):
1 Mn -0.252 -0.808 -6.478  3.14
2 Ce 0.416 0.251 -1.434  1.02
3 Cl 0.141 -0.076 -4.234  -0.01
4 Cl -2.065 0.116 -1.699  -0.01
5 C 0.274 1.873 0.647  0.00
6 C 0.332 -1.410 -8.167  -0.10
7 C -1.311 0.577 -7.222  -0.10
8 O -0.146 2.584 1.470  0.01
9 O 0.262 -1.425 -9.334  0.03
10 O -1.762 1.032 -8.201  0.04
11 N 0.430 -1.071 1.033  0.05
12 C 0.340 -0.485 2.360  0.29
13 C 1.448 0.166 2.859  0.00
14 C 1.360 0.762 4.112  0.20
15 C 0.177 0.650 4.855  0.25
16 C -0.928 -0.014 4.314  0.19
17 C -0.850 -0.581 3.046  -0.01
18 H 1.293 -1.640 1.089  0.01
19 H -0.349 -1.738 0.997  0.00
20 H 2.355 0.197 2.239  0.00
21 H 2.243 1.282 4.483  0.00
22 H 0.121 1.044 5.864  0.00
23 H -1.868 -0.149 4.830  0.00
24 H -1.659 -1.138 2.572  0.00

[3]
C9H7Cl2NO3PmSm | ωB97M-V with the def2-TZVPD basis set

## Properties
Multiplicity: 10
HOMO energy (spin up / spin down), eV: -21.3867 / -21.3988
Energy relative to the best compared isomer or geometry (same formula, charge and spin), kJ/mol: 58.10
Net charge: +4

Each line ends with the Mulliken spin population.
Geometry (Å):
1 Pm -1.281 -0.202 -5.396  4.04
2 Sm 1.274 0.983 -1.191  5.08
3 Cl -1.403 -1.930 -3.512  -0.05
4 Cl -0.039 3.069 -1.844  -0.05
5 C 2.400 2.952 -0.187  -0.01
6 C 0.553 -0.997 -6.490  0.00
7 C 0.378 1.571 -5.816  0.00
8 O 2.678 4.055 0.075  0.00
9 O 1.617 -1.364 -6.742  0.00
10 O 1.349 2.164 -6.133  0.00
11 C -1.135 -1.637 4.382  0.00
12 C -0.726 -0.954 3.089  0.00
13 C 0.628 -0.795 2.796  0.00
14 C 1.051 -0.155 1.635  0.00
15 N 0.165 0.246 0.672  0.00
16 C -1.167 0.115 0.981  0.00
17 C -1.635 -0.470 2.136  0.00
18 H -0.745 -2.667 4.431  0.00
19 H -0.707 -1.115 5.266  0.00
20 H -2.223 -1.693 4.523  0.00
21 H 1.369 -1.216 3.485  0.00
22 H 2.095 0.078 1.385  0.00
23 H -1.792 0.521 0.184  0.00
24 H -2.704 -0.558 2.271  0.00

[4]
C9H7F3NO | ωB97M-V with the def2-TZVPD basis set

## Properties
Multiplicity: 3
HOMO energy (spin up / spin down), eV: -12.8195 / -14.8805
Net charge: +1

Each line ends with the Mulliken spin population.
Geometry (Å):
1 C -0.555 0.915 -0.966  0.00
2 C -0.104 2.026 -1.683  0.06
3 C 1.693 2.269 -0.015  0.08
4 C 0.138 0.458 0.233  0.03
5 C 1.051 2.649 -1.233  -0.02
6 C 1.182 1.260 0.715  0.06
7 C -0.038 -0.735 0.931  0.13
8 C -1.358 -1.318 0.960  0.01
9 C 1.722 3.727 -2.087  -0.01
10 N 1.645 0.711 1.871  0.77
11 O 2.113 1.284 2.786  0.87
12 F 1.296 3.459 -3.407  0.00
13 F 1.368 4.895 -1.758  0.00
14 F 3.056 3.667 -2.173  0.00
15 H -1.405 0.274 -1.301  0.00
16 H -0.722 2.307 -2.522  0.00
17 H 2.536 2.863 0.342  0.00
18 H 0.879 -0.999 1.569  -0.01
19 H -1.929 -1.135 0.127  0.00
20 H -1.691 -0.850 1.900  0.02
21 H -1.360 -2.438 1.138  0.01

[5]
C9H7I2O4S | ωB97M-V with the def2-TZVPD basis set

## Properties
Multiplicity: 1
HOMO energy, eV: -2.9434
Net charge: -1

Each line ends with the natural charge from an NBO analysis.
Geometry (Å):
1 C 2.616 -0.228 1.567  -0.69
2 C 1.253 0.126 2.034  -0.09
3 I 0.825 2.185 1.941  0.24
4 C 0.335 -0.746 2.444  -0.45
5 S -1.309 -0.336 2.934  0.30
6 I 0.663 -2.812 2.525  0.25
7 H 2.911 -1.240 1.827  0.23
8 H 2.605 -0.171 0.475  0.27
9 H 3.383 0.454 1.922  0.24
10 H -1.345 0.982 3.199  0.19
11 H -2.017 -0.580 1.641  0.32
12 C -0.203 -0.484 -2.944  -0.56
13 C 0.058 0.896 -2.887  0.39
14 C -0.603 1.632 -1.691  0.45
15 O -0.404 2.824 -1.460  -0.64
16 C -1.477 0.872 -0.835  -0.56
17 C -1.732 -0.478 -0.917  0.39
18 C -0.994 -1.241 -2.039  0.41
19 O -1.095 -2.473 -2.136  -0.67
20 O -2.496 -1.132 -0.132  -0.74
21 O 0.752 1.561 -3.671  -0.67
22 H 0.236 -1.070 -3.744  0.20
23 H -1.961 1.460 -0.053  0.17

[6]
C9H7N3 | ωB97M-V with the def2-TZVPD basis set

## Properties
Multiplicity: 1
HOMO energy, eV: -9.5637
Energy relative to the best compared isomer or geometry (same formula, charge and spin), kJ/mol: 525.76

Each line ends with the natural charge from an NBO analysis.
Geometry (Å):
1 C 2.783 1.015 -0.149  0.02
2 C 1.364 1.008 -0.247  -0.26
3 C 0.620 -0.222 -0.208  -0.08
4 C 1.428 -1.299 -0.032  -0.19
5 C 2.844 -1.206 0.294  0.00
6 C -0.903 -0.251 -0.069  0.20
7 C -1.538 1.029 -0.075  -0.30
8 C -2.991 1.073 0.314  0.09
9 C -2.805 -1.140 0.100  0.25
10 H 3.262 1.989 -0.305  0.19
11 H 0.937 1.984 -0.516  0.22
12 H 0.940 -2.527 -0.685  0.23
13 H 3.288 -2.102 0.577  0.20
14 H -0.681 1.881 0.145  0.24
15 H -3.496 2.095 0.661  0.23
16 H -3.509 -1.886 -0.268  0.18
17 N 3.589 0.059 0.451  -0.37
18 N -3.634 -0.121 0.190  -0.45
19 N -1.499 -1.380 -0.175  -0.41